Density functional theory data (wB97M-V/def2-TZVPD) for a molecular structure, CH3Cl2N3O in a non-equilibrium geometry.

## Properties
M ... 143.96 g mol⁻¹
Frontier orbital gap ... 9.5 eV
DFT total energy ... -1199.63413 Ha

Structure (XYZ):
```
10
Properties=species:S:1:pos:R:3:forces:R:3
C -0.7812 -0.0334 0.1069 -0.03 -1.91 0.80
N -0.1266 -1.1512 0.2401 -2.22 -0.37 1.11
N -0.1114 1.1208 -0.0933 2.71 0.38 -1.78
N -2.1700 0.0739 0.4320 -0.13 0.39 0.20
O 1.2341 0.7730 -0.5424 0.62 -1.17 1.14
Cl -3.0271 -1.1757 -0.2978 -0.70 -1.09 -0.29
Cl -3.0423 1.5371 0.0966 0.75 0.22 0.03
H -0.7173 -1.9407 0.7226 1.32 2.12 -1.49
H -0.3151 1.8438 -0.8153 -0.79 -1.07 0.96
H 1.4726 -0.1882 -0.1795 -1.53 2.49 -0.68
```
Forces are in eV/Å.